[1]
DFT (the ωB97M-V functional and the def2-TZVPD basis) results for a structure of composition C39H31IrN3OP2S3 at a distorted geometry.

Geometry as XYZ:
```
80
C39H31IrN3OP2S3 | the OMol25 dataset | the ωB97M-V functional and the def2-TZVPD basis
Ir -1.0858 -0.7754 1.8099
S 0.7652 -2.0040 0.2760
P 0.9370 -0.5742 -1.0910
C 0.2424 1.0004 -0.6544
P 0.7951 1.6423 0.9041
S 0.8879 0.4123 2.5098
C 2.4459 2.3769 0.6853
C 2.7763 3.0462 -0.4890
C 3.9869 3.7112 -0.5983
C 4.8845 3.7031 0.4594
C 4.5683 3.0245 1.6272
C 3.3511 2.3708 1.7425
C -0.2618 3.0835 1.2379
C -0.9267 3.1994 2.4513
C -1.7457 4.2939 2.6882
C -1.8917 5.2763 1.7213
C -1.2172 5.1674 0.5111
C -0.4064 4.0718 0.2659
C 0.1208 -1.1598 -2.6101
C 0.7678 -1.3181 -3.8309
C 0.0829 -1.8320 -4.9247
C -1.2488 -2.1956 -4.8055
C -1.8900 -2.0718 -3.5795
C -1.2082 -1.5726 -2.4833
C 2.6594 -0.1962 -1.4975
C 3.6800 -0.7233 -0.7174
C 5.0032 -0.4093 -1.0010
C 5.3067 0.4093 -2.0762
C 4.2882 0.9322 -2.8649
C 2.9690 0.6445 -2.5669
H 2.0914 3.0223 -1.3262
H 4.2320 4.2325 -1.5149
H 5.8301 4.2227 0.3724
H 5.2688 3.0024 2.4516
H 3.1052 1.8516 2.6597
H -0.8225 2.4231 3.1979
H -2.2757 4.3686 3.6287
H -2.5346 6.1274 1.9064
H -1.3205 5.9379 -0.2420
H 0.1031 3.9818 -0.6849
H 1.8123 -1.0615 -3.9369
H 0.5985 -1.9546 -5.8684
H -1.7807 -2.5945 -5.6596
H -2.9222 -2.3796 -3.4720
H -1.6964 -1.5381 -1.5149
H 3.4269 -1.3657 0.1170
H 5.7956 -0.8081 -0.3814
H 6.3384 0.6514 -2.2971
H 4.5260 1.5727 -3.7046
H 2.1712 1.0926 -3.1471
S -2.1975 -0.0007 3.5834
C -1.8199 0.7175 0.6114
C -3.1664 1.1237 0.7146
C -3.8703 1.5608 -0.3787
C -3.2481 1.6223 -1.6323
C -1.9191 1.3358 -1.7020
N -1.2399 0.9272 -0.6048
H -3.6200 1.0792 1.6944
H -4.9080 1.8524 -0.2777
H -3.7782 1.9314 -2.5212
H -1.3264 1.4359 -2.5994
O -2.3595 -1.8827 0.6993
C -2.7103 -3.1402 0.8138
C -3.6047 -3.6262 -0.1641
C -4.0272 -4.9322 -0.1763
C -3.5848 -5.8280 0.8002
C -2.7156 -5.3732 1.7646
C -2.2622 -4.0472 1.7984
C -1.3322 -3.6362 2.8436
N -0.6873 -2.4870 2.9338
C 0.0824 -2.5245 4.0771
C -0.0812 -3.7243 4.6782
N -0.9761 -4.4160 3.8919
H -3.9488 -2.9182 -0.9078
H -4.6980 -5.2702 -0.9563
H -3.9160 -6.8568 0.8009
H -2.3617 -6.0803 2.5058
H 0.6959 -1.6911 4.3662
H 0.3388 -4.1404 5.5747
H -1.3410 -5.3295 4.0850
```

Values from the calculation:
Orbital gap (spin up / spin down) in eV: 7.32 / 6.50
ΔE to the lowest compared entry with this formula, charge and spin in kcal per mole: 34.04
LUMO level (spin up / spin down) in eV: 0.38 / -0.25
HOMO (spin up / spin down) in eV: -6.9424 / -6.7453
Multiplicity: 2

Which charges does Mulliken predict for the atoms? In e, they are: 1.687, -0.621, 2.414, -1.297, 1.175, -0.815, 0.700, 0.077, -0.888, -0.563, -0.838, -0.823, 0.765, -0.475, -0.728, -0.580, -0.849, -0.240, 0.274, -0.593, -0.768, -0.637, -0.771, -0.002, 0.103, -0.481, -0.737, -0.591, -0.925, -0.437, 0.283, 0.421, 0.414, 0.429, 0.409, 0.314, 0.464, 0.398, 0.425, 0.290, 0.425, 0.428, 0.386, 0.441, -0.111, 0.315, 0.430, 0.417, 0.436, 0.535, -0.443, -0.298, -0.665, -0.668, -1.165, -0.220, 1.753, 0.479, 0.510, 0.514, 0.410, -0.340, 0.219, -0.611, -0.617, -0.916, -0.891, 0.783, 0.363, 0.421, -0.419, -0.816, -0.040, 0.503, 0.421, 0.391, 0.243, 0.432, 0.431, 0.152



[2]
DFT (the ωB97M-V functional and the def2-TZVPD basis) results for a structure of composition C39H31N6PPrS at a distorted geometry.

Geometry as XYZ:
```
79
C39H31N6PPrS | the OMol25 dataset | the ωB97M-V functional and the def2-TZVPD basis
Pr -0.0661 1.2493 -1.3859
C 1.5678 4.4192 -0.9842
N 0.5497 3.6541 -0.2333
C 0.7603 3.4305 1.1861
C 1.6574 2.1720 1.3759
N 1.3625 1.0155 0.7846
C 2.3124 0.0986 1.1959
C 2.3309 -1.2885 1.2988
C 3.4806 -1.8648 1.8211
C 4.4868 -1.1436 2.4475
C 4.4342 0.2605 2.5211
C 3.2927 0.8228 2.0168
N 2.7835 2.0922 2.1329
C 2.1877 3.5398 -2.0933
N 2.0571 2.2218 -2.1537
C 2.7635 1.8116 -3.3254
C 3.2260 0.5298 -3.7588
C 4.0753 0.4597 -4.8616
C 4.5030 1.6409 -5.5184
C 4.1293 2.9156 -5.0958
C 3.3183 2.9720 -3.9251
N 2.8811 4.0650 -3.1231
H 1.0575 5.2587 -1.5339
H 2.3862 4.8288 -0.3933
H -0.3311 4.1174 -0.3956
H 1.1995 4.2811 1.7976
H -0.2328 3.1168 1.5496
H 1.5615 -1.9447 0.9919
H 3.5672 -2.9436 1.8409
H 5.2606 -1.6800 3.0289
H 5.2141 0.7670 3.1113
H 3.2133 2.8497 2.6837
H 2.8219 -0.4022 -3.2878
H 4.4148 -0.5211 -5.2116
H 5.0467 1.4118 -6.4275
H 4.5008 3.8276 -5.5801
H 3.1339 5.0519 -3.1783
C -2.7265 -3.9580 5.3201
C -3.6935 -3.1296 4.7856
C -3.3801 -2.3255 3.7307
C -2.1322 -2.3303 3.0838
C -1.2475 -3.2515 3.5729
C -1.4597 -3.9807 4.7289
P -1.7043 -1.3765 1.6241
C -2.8018 -0.0089 1.4567
C -3.1736 0.4651 0.1748
C -3.9709 1.5855 0.0232
C -4.3174 2.3463 1.1548
C -3.8252 2.0102 2.4295
C -3.0752 0.8021 2.5806
C -2.3242 -2.4348 0.3213
C -3.2392 -3.4343 0.3840
C -3.5015 -4.3127 -0.7568
C -2.7909 -4.0785 -1.9197
C -1.7163 -3.1049 -1.9739
C -0.8790 -2.8948 -3.0916
C 0.2668 -2.1217 -2.9873
C 0.5625 -1.4430 -1.7988
C -0.4559 -1.3381 -0.8209
C -1.4883 -2.2901 -0.8289
H -2.9132 -4.6103 6.1588
H -4.7325 -3.1086 5.2011
H -4.1864 -1.6543 3.4013
H -0.3333 -3.4670 2.9738
H -0.6875 -4.5869 5.1491
H -2.9477 -0.0476 -0.7217
H -4.2684 1.8616 -0.9913
H -4.8211 3.3331 1.0460
H -4.0641 2.4917 3.3663
H -2.7275 0.6049 3.5416
H -3.7456 -3.6039 1.3099
H -4.2584 -5.0847 -0.6452
H -2.9369 -4.6716 -2.7612
H -1.2105 -3.3907 -4.0427
H 0.9852 -2.0730 -3.8215
H 1.5302 -0.9775 -1.7002
S -2.7165 1.0710 -3.5321
C -2.1994 2.3328 -2.5666
N -1.6006 3.0924 -1.8763
```

Values from the calculation:
Orbital gap (spin up / spin down) in eV: 6.24 / 6.51
ΔE to the lowest compared entry with this formula, charge and spin in kcal per mole: 27.12
LUMO level (spin up / spin down) in eV: -2.72 / -2.47
HOMO (spin up / spin down) in eV: -8.9628 / -8.9848
Multiplicity: 3
Charge: +1

Which charges does Mulliken predict for the atoms? In e, they are: 0.519, -0.978, -0.133, -1.206, 0.416, 0.565, 0.356, -0.186, -1.004, -0.364, -1.117, 0.266, -0.087, 0.318, 0.182, 0.328, -0.209, -0.752, -0.391, -1.048, 0.373, -0.086, 0.432, 0.411, 0.460, 0.378, 0.353, 0.477, 0.429, 0.352, 0.369, 0.278, 0.238, 0.426, 0.379, 0.395, 0.270, -0.310, -0.801, -0.026, -0.136, -0.070, -0.894, 1.065, 0.426, -0.777, -0.620, -0.691, -0.794, -0.547, 0.391, -0.308, -0.995, -0.971, 0.908, -1.148, -0.616, -0.956, 0.287, 0.028, 0.396, 0.347, 0.311, 0.232, 0.437, 0.838, 0.475, 0.328, 0.446, 0.599, 0.557, 0.417, 0.507, 0.312, 0.397, 0.924, -0.241, 0.537, -0.674



[3]
DFT (the ωB97M-V functional and the def2-TZVPD basis) results for a cluster of 3 separate species, C39H32ClIN4O7PS2 in total at a distorted geometry.

Geometry as XYZ:
```
87
C39H32ClIN4O7PS2 | the OMol25 dataset | the ωB97M-V functional and the def2-TZVPD basis
O -8.6231 -1.0118 3.3160
N -7.6942 -0.4055 3.6320
O -6.6362 -1.2857 4.1222
C -5.7831 -1.5323 2.9973
C -5.2750 -0.2464 2.2880
C -3.9898 -0.8304 1.6256
Cl -4.6448 -1.8415 0.3005
N -3.3190 -1.4951 2.7662
C -2.7914 -0.5543 3.8308
C -1.8895 0.5910 3.2953
C -2.3745 1.9669 3.8269
S -1.4438 2.4587 5.3157
C -2.3590 1.5080 6.5375
S -1.6260 0.4140 7.4589
N -3.7376 1.7823 6.5681
C -4.2875 3.0278 6.3850
C -5.6260 2.7883 6.4615
N -5.8678 1.4693 6.7027
C -4.7290 0.8603 6.7648
P -1.8799 -2.6437 2.4905
O -2.2499 -3.6348 1.2802
I -1.8281 -4.1629 4.4090
C -4.4688 -2.1949 3.4880
H -6.3595 -2.2198 2.3802
H -5.9224 0.0795 1.4770
H -5.0959 0.5840 2.9695
H -3.4946 -0.0006 1.1287
H -2.2056 -1.1100 4.5670
H -3.6162 -0.1194 4.3945
H -0.8919 0.4367 3.7088
H -1.7696 0.6119 2.2101
H -2.1669 2.7301 3.0759
H -3.4468 1.9508 4.0348
H -3.7647 3.9494 6.2182
H -6.3851 3.5425 6.3366
H -4.5501 -0.1859 6.9466
H -1.8544 -3.3171 0.4542
H -4.5193 -3.2302 3.1542
H -4.4817 -2.1129 4.5708
C -1.6053 4.5695 -1.5375
C -1.2025 5.1082 -2.7548
C -0.7043 4.2829 -3.7489
C -0.5957 2.9166 -3.5270
C -0.9782 2.3774 -2.2967
C -1.4929 3.2089 -1.3090
C -0.8246 0.9238 -2.0240
O -1.1632 0.4523 -0.9507
C -0.2423 0.0596 -3.0828
C -0.0360 -1.2913 -2.8283
C 0.4947 -2.1097 -3.8101
C 0.8133 -1.5841 -5.0576
C 0.6157 -0.2382 -5.3161
C 0.0975 0.5894 -4.3295
C -0.0745 2.0404 -4.6127
O 0.2078 2.4994 -5.6976
H -2.0024 5.2157 -0.7653
H -1.2797 6.1734 -2.9276
H -0.3958 4.7004 -4.6976
H -1.8011 2.7913 -0.3602
H -0.2859 -1.7009 -1.8594
H 0.6611 -3.1595 -3.6075
H 1.2226 -2.2262 -5.8265
H 0.8693 0.1719 -6.2845
C 8.8210 -3.4812 -0.7654
C 7.7078 -4.2924 -0.9611
C 6.6912 -3.8846 -1.8079
C 6.7770 -2.6582 -2.4552
C 7.8843 -1.8340 -2.2404
C 8.9089 -2.2551 -1.4026
C 7.9744 -0.4950 -2.8868
O 8.9368 0.2195 -2.7040
C 6.8499 -0.0512 -3.7566
C 6.8863 1.2158 -4.3253
C 5.8531 1.6360 -5.1464
C 4.7821 0.7878 -5.4107
C 4.7399 -0.4739 -4.8420
C 5.7660 -0.8945 -4.0069
C 5.6855 -2.2407 -3.3766
O 4.7470 -2.9786 -3.6047
H 9.6187 -3.8059 -0.1101
H 7.6362 -5.2452 -0.4529
H 5.8282 -4.5173 -1.9648
H 9.7718 -1.6219 -1.2470
H 7.7206 1.8736 -4.1228
H 5.8811 2.6251 -5.5845
H 3.9785 1.1154 -6.0583
H 3.9048 -1.1311 -5.0448
```

Values from the calculation:
Orbital gap in eV: 7.43
ΔE to the lowest compared entry with this formula, charge and spin in kcal per mole: 0.00
LUMO level in eV: -3.68
HOMO in eV: -11.1110
Multiplicity: 1
Charge: +1

Which charges does Mulliken predict for the atoms? In e, they are: -0.282, 0.245, -0.321, 0.064, -1.264, 0.385, -0.070, 0.674, -0.778, -0.100, -0.729, -0.099, 0.156, -0.148, 0.158, -0.227, -0.513, -0.618, -0.070, 0.180, -0.408, 0.026, -0.973, 0.580, 0.614, 0.188, 0.300, 0.435, -0.070, 0.564, -0.188, 0.344, 0.277, 0.481, 0.413, 0.454, 0.368, 0.570, 0.405, -0.608, -0.493, -0.696, 0.393, 0.180, -0.379, 0.454, -0.736, 0.137, -0.551, -0.548, -0.564, -0.572, 0.440, 0.494, -0.659, 0.419, 0.398, 0.490, 0.527, 0.498, 0.429, 0.418, 0.501, -0.469, -0.481, -0.509, 0.191, 0.131, -0.568, 0.563, -0.650, 0.394, -0.607, -0.540, -0.485, -0.600, 0.090, 0.547, -0.680, 0.405, 0.401, 0.463, 0.477, 0.482, 0.408, 0.463, 0.580